{"formula": "C5H5FN2O2", "method": "the ωB97M-V functional and the def2-TZVPD basis", "lumo_ev": -0.197, "homo_lumo_gap_ev": 9.9975, "smiles": "O=[N+]([O-])[C@]1(F)CC=CC=N1", "e_above_lowest_kcal_mol": 87.14, "multiplicity": 1, "species": ["C", "C", "C", "C", "C", "N", "N", "O", "O", "F", "H", "H", "H", "H", "H"], "coordinates": [[0.270, -1.142, 0.371], [-0.101, -0.360, -0.689], [0.585, -0.504, 1.690], [-0.045, 1.183, -0.622], [0.697, 1.700, 0.636], [0.745, 0.721, 1.793], [-0.127, 2.833, 1.395], [-1.291, 2.661, 1.604], [0.508, 3.704, 1.921], [1.929, 2.231, 0.347], [0.238, -2.191, 0.438], [-0.423, -0.721, -1.646], [0.603, -1.036, 2.562], [0.450, 1.450, -1.522], [-1.137, 1.554, -0.805]]}

***

{"formula": "C5H5FO2", "method": "the ωB97M-V functional and the def2-TZVPD basis", "lumo_ev": 0.946, "homo_lumo_gap_ev": 10.0944, "smiles": "O=C[C@@]1(F)CC=CO1", "e_above_lowest_kcal_mol": 38.65, "multiplicity": 1, "species": ["C", "C", "C", "C", "C", "O", "O", "F", "H", "H", "H", "H", "H"], "coordinates": [[0.243, 0.513, 1.063], [1.394, 0.088, 0.574], [-0.293, -1.369, -1.924], [-0.804, 0.309, -0.005], [0.093, 0.216, -1.254], [-1.035, -2.115, -1.410], [1.395, 0.006, -0.814], [-0.117, 1.141, -2.239], [0.032, 0.806, 2.047], [2.286, -0.129, 1.122], [0.246, -1.727, -2.764], [-1.246, -0.623, 0.189], [-1.554, 1.059, -0.059]]}